Entry 1:
Density functional theory data (ωB97M-V with the def2-TZVPD basis set) for a 10-piece molecular cluster, C39H79Cl18N5OPS overall.

The geometry in XYZ format:
```
144
Properties=species:S:1:pos:R:3:mulliken_charge:R:1
C -5.847 1.197 -2.160 -0.8462
C -6.038 -0.194 -2.788 -0.6019
C -5.493 -1.351 -1.954 -0.6999
C -3.974 -1.600 -1.927 0.1078
C -3.167 -1.091 -3.129 -0.6066
C -2.579 0.302 -2.917 -0.1117
C -1.170 0.262 -2.341 -0.2053
C -0.673 1.680 -1.982 -1.7253
C -0.284 1.848 -0.561 0.4577
C -1.088 1.997 0.571 0.0820
P -2.861 1.991 0.765 0.0332
S -3.617 0.386 1.524 -0.3312
N -0.224 2.130 1.656 0.7331
N -0.578 2.326 3.002 -0.9565
C 1.051 2.073 1.231 -0.7620
N 2.219 2.183 1.926 0.6375
C 2.329 1.634 3.281 -1.4725
C 2.162 2.609 4.443 -0.4036
C 1.526 1.972 5.684 -0.3869
C 2.084 2.503 7.018 -1.2073
N 1.026 1.884 -0.117 0.6035
C 2.238 1.756 -0.934 -1.3098
C 3.151 0.583 -0.550 -0.3496
C 2.435 -0.603 0.066 1.2282
C 3.374 -1.790 0.189 -0.9422
N 2.690 -2.907 0.842 0.2128
C 2.463 -2.719 2.241 0.4764
C 3.634 -2.415 3.132 -0.9839
O 1.380 -2.823 2.694 -0.5439
H -5.020 1.737 -2.620 0.2358
H -6.724 1.817 -2.344 0.4124
H -5.688 1.122 -1.086 0.1139
H -7.112 -0.361 -2.880 0.4512
H -5.652 -0.199 -3.807 0.2744
H -5.998 -2.275 -2.234 0.3304
H -5.811 -1.148 -0.928 0.2800
H -3.826 -2.677 -1.876 0.0793
H -3.535 -1.198 -1.010 0.0265
H -3.743 -1.140 -4.050 0.7283
H -2.323 -1.768 -3.272 -0.1661
H -3.216 0.870 -2.230 -0.5450
H -2.548 0.878 -3.845 0.3049
H -0.514 -0.135 -3.114 0.3336
H -1.138 -0.387 -1.466 0.4163
H -1.462 2.404 -2.195 0.7795
H 0.155 1.974 -2.620 0.5298
H -3.304 2.414 -0.495 0.0503
H -3.060 3.126 1.564 0.1645
H -1.580 2.468 3.036 0.2417
H -0.409 1.458 3.505 0.2474
H 2.570 3.133 1.833 -0.0555
H 1.628 0.804 3.371 0.4913
H 3.325 1.192 3.333 0.7118
H 1.511 3.417 4.096 0.2624
H 3.120 3.067 4.682 0.5971
H 1.669 0.892 5.649 0.2696
H 0.458 2.185 5.661 0.2687
H 1.290 2.890 7.653 0.3173
H 2.567 1.711 7.585 0.2915
H 2.813 3.294 6.861 0.3661
H 1.935 1.688 -1.971 0.4305
H 2.795 2.687 -0.841 0.1641
H 3.634 0.248 -1.469 0.3274
H 3.950 0.924 0.104 0.5817
H 2.102 -0.348 1.075 -0.2907
H 1.561 -0.913 -0.509 -0.4669
H 3.710 -2.118 -0.794 0.2302
H 4.275 -1.475 0.728 0.1242
H 3.242 -3.752 0.728 -0.0140
H 3.996 -3.355 3.547 0.3334
H 4.465 -1.933 2.630 0.3365
H 3.293 -1.793 3.956 0.2745
Cl 4.035 -6.124 1.172 -0.1995
C 4.958 -6.264 -0.353 -0.2689
C 6.361 -6.756 -0.117 -0.4304
Cl 7.347 -5.545 0.743 -0.1846
H 4.962 -5.287 -0.830 0.1148
H 4.417 -6.964 -0.986 0.3474
H 6.844 -6.944 -1.074 0.3131
H 6.368 -7.670 0.469 0.3257
Cl 2.750 5.464 2.041 -0.1776
C 2.394 6.941 1.087 -0.5334
C 1.268 7.721 1.706 -0.3063
Cl -0.288 6.852 1.566 -0.1795
H 2.161 6.631 0.073 0.3090
H 3.304 7.536 1.076 0.3865
H 1.149 8.672 1.189 0.3347
H 1.443 7.918 2.757 0.1741
Cl -4.301 -4.153 0.452 -0.1713
C -4.077 -5.921 0.491 0.0195
C -2.828 -6.357 -0.226 -0.5631
Cl -2.891 -6.085 -1.993 -0.1852
H -4.970 -6.369 0.064 0.3433
H -3.993 -6.220 1.535 -0.0957
H -2.684 -7.424 -0.075 0.3092
H -1.958 -5.825 0.150 0.3389
Cl -1.635 -7.944 2.430 -0.1586
C -1.766 -8.143 4.198 -0.4721
C -3.169 -8.501 4.613 -0.4636
Cl -4.306 -7.154 4.341 -0.1850
H -1.443 -7.212 4.655 0.3142
H -1.081 -8.938 4.485 0.3195
H -3.188 -8.729 5.677 0.3323
H -3.538 -9.361 4.060 0.3074
Cl 6.320 1.363 -1.778 -0.1231
C 7.463 0.444 -2.799 -0.4622
C 6.764 -0.607 -3.619 -0.6060
Cl 6.109 -1.920 -2.602 -0.1168
H 8.207 0.007 -2.140 0.3322
H 7.949 1.160 -3.459 0.3211
H 7.474 -1.058 -4.309 0.3841
H 5.938 -0.186 -4.186 0.3080
Cl 1.240 10.186 4.189 -0.1881
C -0.088 9.991 5.372 -0.4665
C -1.429 10.266 4.745 -0.1710
Cl -1.611 11.978 4.295 -0.1671
H 0.120 10.661 6.200 0.3915
H -0.054 8.963 5.729 0.2769
H -2.218 10.029 5.456 0.3026
H -1.574 9.674 3.846 0.0367
Cl 0.824 -3.428 -2.539 -0.0316
C 0.448 -4.873 -3.528 -0.4916
C 0.130 -4.531 -4.959 -0.3259
Cl -1.422 -3.668 -5.115 -0.1600
H -0.382 -5.385 -3.048 0.0216
H 1.330 -5.511 -3.495 0.3994
H 0.031 -5.441 -5.548 0.1688
H 0.904 -3.911 -5.405 0.3530
Cl -5.520 9.384 1.599 -0.1811
C -4.570 9.164 0.109 -0.4495
C -3.157 8.734 0.407 -0.3991
Cl -2.221 10.031 1.192 -0.1505
H -4.591 10.100 -0.442 0.3272
H -5.068 8.394 -0.479 0.3164
H -2.642 8.483 -0.518 0.3331
H -3.139 7.870 1.066 0.2172
Cl -0.294 -5.954 -8.110 -0.2000
C -2.026 -5.994 -8.545 -0.3996
C -2.350 -5.033 -9.658 -0.4460
Cl -2.196 -3.332 -9.153 -0.1675
H -2.593 -5.770 -7.645 0.2762
H -2.249 -7.009 -8.866 0.3459
H -3.381 -5.183 -9.972 0.2967
H -1.694 -5.184 -10.511 0.3142
```

Values from the calculation:
Total energy = -296746.8213 eV
Total charge = +1

Entry 2:
Density functional theory data (ωB97M-V with the def2-TZVPD basis set) for C54H46F5N2O4P2S3Te2Tl as an isolated structure.

The geometry in XYZ format:
```
119
Properties=species:S:1:pos:R:3:mulliken_charge:R:1
Tl 0.065 -0.157 1.252 1.9898
S 3.312 -0.631 1.414 -0.5018
P 3.209 -0.948 -0.529 2.2146
C 1.998 -0.136 -1.707 -0.4663
P 0.506 -1.145 -2.190 2.3717
S -1.197 -0.779 -1.248 -0.5707
C 0.291 -0.417 -3.893 0.5710
C 1.364 -0.260 -4.775 -0.4068
C 1.185 0.270 -6.044 -0.9914
C -0.081 0.656 -6.463 -0.8031
C -1.156 0.502 -5.603 -0.2119
C -0.971 -0.028 -4.332 -1.0130
C 0.674 -2.921 -2.584 0.6545
C 0.121 -3.816 -1.667 -0.7223
C 0.082 -5.169 -1.959 -0.7186
C 0.587 -5.643 -3.163 -0.5025
C 1.138 -4.757 -4.075 -0.8138
C 1.177 -3.398 -3.789 -0.0100
C 4.800 -0.120 -1.066 -0.0574
C 4.889 1.180 -1.552 -0.1341
C 6.121 1.769 -1.821 -0.7875
C 7.294 1.071 -1.597 -0.5286
C 7.224 -0.223 -1.091 -0.7023
C 5.996 -0.804 -0.829 -0.5339
C 3.592 -2.594 -1.213 -0.1399
C 4.160 -2.722 -2.477 0.3236
C 4.484 -3.975 -2.976 -0.8600
C 4.248 -5.106 -2.208 -0.5139
C 3.687 -4.981 -0.944 -0.4784
C 3.358 -3.729 -0.447 -0.3954
H 2.366 -0.560 -4.487 0.2290
H 2.038 0.382 -6.703 0.4261
H -0.225 1.076 -7.451 0.3673
H -2.151 0.800 -5.912 0.2622
H -1.813 -0.131 -3.661 0.4105
H -0.263 -3.469 -0.717 0.1394
H -0.336 -5.845 -1.224 0.5057
H 0.558 -6.703 -3.387 0.3549
H 1.543 -5.116 -5.014 0.3870
H 1.597 -2.724 -4.523 0.3019
H 3.997 1.770 -1.703 0.2758
H 6.153 2.785 -2.196 0.4218
H 8.255 1.529 -1.801 0.3634
H 8.132 -0.779 -0.891 0.4010
H 5.965 -1.807 -0.420 0.3962
H 4.371 -1.840 -3.072 0.3601
H 4.915 -4.066 -3.966 0.3951
H 4.491 -6.087 -2.599 0.3500
H 3.487 -5.857 -0.341 0.4396
H 2.907 -3.627 0.532 0.0544
C -0.430 -0.960 6.978 -2.2367
C -0.506 0.482 7.484 2.2864
C -1.930 0.746 7.995 -1.7163
C 0.489 0.647 8.641 -1.7890
C -0.185 1.489 6.381 0.2633
C -0.171 2.870 6.672 -0.3658
C 0.070 3.836 5.716 -1.3142
C 0.315 3.417 4.411 1.2772
S 0.611 4.317 2.949 -0.5238
C 0.715 2.812 2.066 0.7478
N 0.565 1.765 2.797 0.0754
C 0.316 2.056 4.117 -2.1836
C 0.064 1.085 5.085 0.4286
C 0.991 2.683 0.621 0.6746
C 1.263 3.795 -0.165 -0.7224
C 1.585 3.627 -1.502 -1.5052
C 1.756 2.346 -2.005 -0.0422
C 1.547 1.225 -1.202 -0.8161
C 1.033 1.391 0.085 -0.2829
H -0.627 -1.644 7.808 0.3993
H 0.547 -1.210 6.563 0.4352
H -1.167 -1.160 6.200 0.4291
H -2.191 0.019 8.769 0.4403
H -2.649 0.655 7.180 0.3713
H -2.026 1.747 8.422 0.3537
H 0.265 -0.075 9.431 0.4574
H 0.446 1.648 9.077 0.3300
H 1.509 0.469 8.296 0.3907
H -0.372 3.196 7.686 0.3685
H 0.055 4.887 5.979 0.3586
H 0.059 0.047 4.771 0.6058
H 1.206 4.791 0.260 0.3680
H 1.745 4.487 -2.139 0.3860
H 2.089 2.206 -3.029 0.4936
H 2.575 0.022 -2.618 0.6317
O -2.051 0.738 2.221 -0.6588
N -2.352 1.936 1.952 1.0871
O -2.998 2.596 2.760 -0.7551
O -1.939 2.449 0.881 -0.7178
F 1.353 -2.506 4.522 -0.5802
Te 0.747 -3.251 2.777 1.6492
F 1.396 -5.079 3.356 -0.5676
F -0.719 -3.780 3.833 -0.4385
F 1.326 -1.905 -0.170 -0.8761
F -0.296 -4.186 1.356 -0.6163
O -0.374 -1.631 2.536 -0.9446
Te -3.484 1.709 -1.231 0.6281
C -4.537 0.851 -2.873 0.1056
C -5.387 -0.237 -2.686 -0.3349
C -6.028 -0.830 -3.765 -0.5854
C -5.813 -0.355 -5.052 -0.5253
C -4.957 0.718 -5.253 -0.3787
C -4.327 1.318 -4.169 -0.4341
C -5.149 2.841 -0.557 0.2680
C -5.207 4.212 -0.785 -0.4150
C -6.274 4.963 -0.308 -0.5207
C -7.297 4.347 0.398 -0.3694
C -7.243 2.981 0.636 -0.6077
C -6.169 2.235 0.170 -0.2050
H -5.527 -0.638 -1.689 0.3532
H -6.681 -1.679 -3.601 0.3671
H -6.302 -0.828 -5.895 0.3616
H -4.776 1.088 -6.256 0.4207
H -3.664 2.161 -4.328 0.3910
H -4.409 4.695 -1.335 0.3137
H -6.302 6.032 -0.485 0.3601
H -8.128 4.932 0.775 0.3532
H -8.027 2.496 1.205 0.3563
H -6.112 1.176 0.392 0.3388
```

Values from the calculation:
Total charge = -2
Energy relative to the best compared isomer or geometry (same formula, charge and spin) = 0.0 kcal per mole